{
  "formula": "C24H12MoN4O9",
  "method": "the ωB97M-V functional and the def2-TZVPD basis",
  "homo_lumo_gap_ev": 5.62,
  "max_force_ha_per_bohr": 0.0086,
  "e_above_lowest_kj_mol": 0.0,
  "lumo_ev": -10.12,
  "charge": 2,
  "symbols": ["Mo", "O", "C", "O", "C", "C", "C", "C", "C", "C", "C", "C", "C", "N", "H", "H", "H", "H", "H", "H", "O", "C", "O", "C", "C", "C", "C", "C", "C", "O", "N", "O", "O", "N", "O", "O", "H", "H", "N", "C", "C", "C", "C", "C", "C", "C", "H", "H", "H", "H"],
  "coordinates": [[0.078, 0.190, 0.818], [-0.540, -1.515, 4.348], [-0.540, -1.367, 3.187], [0.184, -0.339, 2.553], [-1.298, -2.096, 2.135], [-1.925, -3.289, 2.420], [-2.609, -3.908, 1.395], [-2.719, -3.285, 0.146], [-3.479, -3.873, -0.896], [-3.646, -3.220, -2.080], [-3.073, -1.944, -2.259], [-2.316, -1.353, -1.282], [-2.101, -2.017, -0.063], [-1.329, -1.468, 0.944], [-1.850, -3.702, 3.416], [-3.081, -4.871, 1.551], [-3.934, -4.839, -0.720], [-4.228, -3.664, -2.876], [-3.238, -1.416, -3.189], [-1.902, -0.373, -1.459], [0.834, 0.008, -3.059], [1.234, -0.001, -1.953], [0.313, -0.348, -0.913], [2.603, 0.254, -1.455], [3.672, 0.133, -2.338], [4.947, 0.345, -1.863], [5.211, 0.670, -0.545], [4.150, 0.782, 0.329], [2.849, 0.603, -0.124], [1.786, 0.819, 0.697], [4.413, 1.088, 1.750], [5.429, 1.680, 1.998], [3.585, 0.691, 2.548], [6.090, 0.213, -2.806], [7.190, 0.382, -2.339], [5.811, -0.094, -3.940], [3.510, -0.124, -3.377], [6.227, 0.832, -0.204], [-4.172, 6.114, 0.808], [-3.500, 5.182, 0.801], [-2.666, 4.020, 0.795], [-2.284, 3.445, 2.017], [-1.487, 2.328, 2.020], [-1.065, 1.768, 0.783], [-1.442, 2.371, -0.446], [-2.244, 3.484, -0.432], [-2.616, 3.886, 2.946], [-1.181, 1.891, 2.962], [-1.105, 1.969, -1.394], [-2.548, 3.958, -1.356]],
  "nbo_charge": [1.9684, -0.3742, 0.7504, -0.5662, 0.1171, -0.2145, -0.0117, -0.1168, -0.1253, -0.1751, -0.0948, -0.2615, 0.2698, -0.5173, 0.2821, 0.2602, 0.2482, 0.2573, 0.2476, 0.2208, -0.4222, 0.7957, -0.6326, -0.2595, -0.0799, 0.0436, -0.1058, 0.0000, 0.3796, -0.5197, 0.5297, -0.2878, -0.3630, 0.5277, -0.3145, -0.3266, 0.2957, 0.3109, -0.1163, 0.1923, -0.0027, -0.1516, -0.1566, -0.2329, -0.1649, -0.1540, 0.2744, 0.2576, 0.2470, 0.2719]
}

{
  "formula": "C5H16NSi",
  "method": "the ωB97M-V functional and the def2-TZVPD basis",
  "homo_lumo_gap_ev": [9.67, 5.54],
  "max_force_ha_per_bohr": 0.0979,
  "e_above_lowest_kj_mol": 582.7,
  "lumo_ev": [-3.68, -4.77],
  "charge": 1,
  "symbols": ["C", "C", "C", "C", "C", "N", "Si", "H", "H", "H", "H", "H", "H", "H", "H", "H", "H", "H", "H", "H", "H", "H", "H"],
  "coordinates": [[-0.654, -2.392, -0.773], [-1.266, 1.675, -1.240], [-1.363, 1.603, 1.201], [-0.067, -1.410, 0.269], [0.096, 0.013, -0.077], [-1.146, 0.826, -0.085], [3.752, -0.270, 0.506], [-0.016, -2.474, -1.636], [-1.636, -1.777, -1.129], [-0.903, -3.380, -0.322], [-0.438, 2.538, -1.207], [-1.085, 1.054, -2.212], [-2.185, 2.202, -1.439], [-1.614, 0.868, 2.011], [-0.270, 1.987, 1.422], [-1.977, 2.427, 0.973], [0.855, -1.954, 0.676], [-0.801, -1.301, 1.220], [1.082, 0.360, 0.409], [-1.930, 0.130, 0.019], [3.151, 1.034, 0.830], [3.595, -0.897, -0.883], [4.822, -0.862, 1.466]],
  "nbo_charge": [-0.5816, -0.4548, -0.4102, -0.5081, 0.0711, -0.4283, 0.3958, 0.2320, 0.1656, 0.2493, 0.2503, 0.2568, 0.2541, 0.2474, 0.2353, 0.2405, 0.2676, 0.2049, 0.2347, 0.4479, -0.1582, -0.1186, -0.0935]
}

{
  "formula": "C25H28BN2O2",
  "method": "the ωB97M-V functional and the def2-TZVPD basis",
  "homo_lumo_gap_ev": 5.42,
  "max_force_ha_per_bohr": 0.0322,
  "e_above_lowest_kj_mol": 0.0,
  "lumo_ev": -5.30,
  "charge": 1,
  "symbols": ["C", "O", "C", "C", "C", "C", "C", "C", "C", "C", "C", "O", "C", "C", "C", "C", "C", "C", "C", "C", "C", "C", "H", "H", "H", "H", "H", "H", "H", "H", "H", "H", "H", "H", "H", "H", "H", "H", "H", "H", "B", "H", "H", "C", "N", "C", "C", "C", "N", "C", "H", "H", "H", "H", "H", "H", "H", "H"],
  "coordinates": [[0.843, -9.187, 3.592], [-0.223, -8.484, 4.255], [-0.012, -7.304, 4.883], [-1.161, -6.707, 5.481], [-1.044, -5.540, 6.190], [0.224, -4.910, 6.397], [0.308, -3.768, 7.229], [1.482, -3.046, 7.600], [1.336, -1.666, 7.936], [2.390, -0.905, 8.394], [3.663, -1.490, 8.460], [4.726, -0.716, 8.920], [5.487, -0.046, 7.962], [5.453, 1.347, 8.013], [6.088, 2.066, 7.006], [6.809, 1.391, 6.012], [6.864, -0.009, 6.005], [6.175, -0.748, 6.970], [3.878, -2.814, 8.069], [2.799, -3.596, 7.690], [1.331, -5.454, 5.676], [1.239, -6.643, 4.982], [0.333, -10.042, 3.150], [1.308, -8.581, 2.805], [1.606, -9.534, 4.300], [-2.123, -7.206, 5.336], [-1.943, -5.061, 6.590], [-0.639, -3.326, 7.542], [0.357, -1.202, 7.804], [2.269, 0.144, 8.667], [4.890, 1.818, 8.816], [6.017, 3.153, 7.015], [7.330, 1.964, 5.239], [7.435, -0.538, 5.241], [6.159, -1.837, 6.961], [4.903, -3.196, 8.054], [2.979, -4.645, 7.456], [2.271, -4.906, 5.646], [2.120, -7.076, 4.494], [-1.898, -4.708, 10.204], [-2.502, -4.990, 11.297], [-1.716, -5.583, 12.045], [-2.968, -3.950, 11.782], [-3.724, -5.965, 11.054], [-4.577, -6.546, 11.940], [-4.562, -6.387, 13.379], [-5.495, -7.338, 11.277], [-5.207, -7.247, 9.949], [-4.124, -6.400, 9.830], [-3.497, -6.026, 8.589], [-5.371, -6.999, 13.795], [-3.611, -6.720, 13.813], [-4.725, -5.343, 13.675], [-6.261, -7.890, 11.794], [-5.677, -7.709, 9.096], [-4.022, -6.502, 7.755], [-3.519, -4.934, 8.450], [-2.441, -6.334, 8.563]],
  "nbo_charge": [-0.2662, -0.4498, 0.4404, -0.2798, -0.0747, -0.2150, 0.1379, -0.1840, -0.0831, -0.2580, 0.3857, -0.5040, 0.2801, -0.2525, -0.1847, -0.2165, -0.1868, -0.2732, -0.2077, -0.1357, -0.0085, -0.3426, 0.2256, 0.1960, 0.1974, 0.2510, 0.2325, 0.2334, 0.2290, 0.2543, 0.2326, 0.2276, 0.2275, 0.2241, 0.2156, 0.2369, 0.2252, 0.2218, 0.2457, -0.0548, -0.5016, 0.0072, 0.0099, 0.3769, -0.3351, -0.4028, -0.0586, -0.0828, -0.3455, -0.4022, 0.2136, 0.2310, 0.2304, 0.2347, 0.2308, 0.2073, 0.2221, 0.2221]
}

{
  "formula": "C3H8BNO",
  "method": "the ωB97M-V functional and the def2-TZVPD basis",
  "homo_lumo_gap_ev": 10.04,
  "max_force_ha_per_bohr": 0.0603,
  "e_above_lowest_kj_mol": 295.2,
  "lumo_ev": 0.33,
  "symbols": ["B", "C", "C", "C", "N", "O", "H", "H", "H", "H", "H", "H", "H", "H"],
  "coordinates": [[2.987, -0.931, 0.030], [-1.820, 2.009, 0.274], [-1.841, 0.807, -0.275], [-0.924, -1.374, -0.085], [-0.945, -0.133, 0.252], [2.408, 0.268, 0.021], [4.167, -0.848, -0.262], [2.566, -1.975, 0.143], [-2.434, 2.831, -0.164], [-1.212, 2.320, 1.045], [-2.586, 0.689, -1.117], [-1.703, -2.023, -0.652], [-0.199, -2.087, 0.356], [1.536, 0.447, 0.435]],
  "nbo_charge": [0.6214, -0.3428, -0.0761, -0.0319, -0.4572, -0.8750, -0.1323, -0.1341, 0.1946, 0.1963, 0.1916, 0.1520, 0.1770, 0.5165]
}

{
  "formula": "C6H14LuO4",
  "method": "the ωB97M-V functional and the def2-TZVPD basis",
  "homo_lumo_gap_ev": 9.15,
  "max_force_ha_per_bohr": 0.0979,
  "e_above_lowest_kj_mol": 0.0,
  "lumo_ev": -4.37,
  "charge": 1,
  "symbols": ["C", "H", "H", "H", "O", "C", "H", "H", "H", "C", "O", "C", "O", "C", "C", "O", "Lu", "H", "H", "H", "H", "H", "H", "H", "H"],
  "coordinates": [[1.376, 1.389, -2.955], [1.914, 0.691, -3.614], [0.311, 1.345, -3.209], [1.633, 2.447, -3.124], [1.746, 1.190, -1.521], [3.044, 0.729, -1.215], [3.047, -0.336, -0.941], [3.269, 1.769, -0.796], [3.760, 0.735, -2.050], [-2.926, -0.462, -0.402], [-1.948, 0.313, -1.004], [-2.661, -0.633, 1.092], [-1.292, -1.003, 1.210], [-0.668, -0.842, 2.478], [0.835, -0.881, 2.220], [1.181, -0.058, 1.157], [-0.095, 0.209, -0.363], [-2.976, -1.475, -0.856], [-3.941, -0.029, -0.508], [-3.307, -1.399, 1.550], [-2.816, 0.325, 1.619], [-0.991, -1.636, 3.170], [-0.960, 0.136, 2.899], [1.121, -1.933, 2.005], [1.344, -0.592, 3.159]],
  "nbo_charge": [-0.2970, 0.2164, 0.2121, 0.2216, -0.6558, -0.2985, 0.2245, 0.2579, 0.2029, -0.0842, -0.9913, -0.0985, -0.6256, -0.0984, -0.0810, -0.9902, 2.3643, 0.1724, 0.1980, 0.2116, 0.1829, 0.2102, 0.1819, 0.1689, 0.1950]
}

{
  "formula": "C6H16N2",
  "method": "the ωB97M-V functional and the def2-TZVPD basis",
  "homo_lumo_gap_ev": 4.77,
  "max_force_ha_per_bohr": 0.1188,
  "e_above_lowest_kj_mol": 946.7,
  "lumo_ev": -3.22,
  "symbols": ["C", "C", "N", "C", "C", "C", "C", "N", "H", "H", "H", "H", "H", "H", "H", "H", "H", "H", "H", "H", "H", "H", "H", "H"],
  "coordinates": [[-3.194, -0.580, 0.485], [-1.891, -0.009, -0.009], [-0.696, -0.137, 0.972], [2.963, 0.632, 0.731], [1.461, 0.947, 0.886], [0.608, -0.216, 0.273], [0.580, -0.016, -1.243], [1.606, 0.658, -1.901], [-3.875, -0.381, -0.346], [-3.134, -1.669, 0.672], [-3.418, -0.173, 1.474], [-1.635, -0.464, -0.972], [-2.045, 1.084, -0.141], [-1.123, -1.210, 0.704], [3.042, -0.146, -0.032], [3.397, 0.173, 1.633], [3.683, 1.374, 0.379], [1.161, 1.185, 1.900], [1.182, 1.771, 0.223], [1.035, -1.193, 0.511], [0.380, -1.029, -1.757], [-0.356, 0.539, -1.453], [-0.839, -2.207, -0.297], [1.107, 1.067, -2.694]],
  "nbo_charge": [-0.6252, -0.2885, -0.5575, -0.6173, -0.3932, -0.0816, -0.3325, -0.4121, 0.2246, 0.2135, 0.2218, 0.1933, 0.1906, 0.3296, 0.2088, 0.2045, 0.2203, 0.2250, 0.1970, 0.2143, 0.3068, 0.2259, -0.1881, 0.3198]
}

{
  "formula": "C24H32MnN5O3PTe",
  "method": "the ωB97M-V functional and the def2-TZVPD basis",
  "homo_lumo_gap_ev": [6.50, 6.47],
  "max_force_ha_per_bohr": 0.0146,
  "s_squared": 8.754,
  "multiplicity": 6,
  "lumo_ev": [-0.74, -0.78],
  "symbols": ["Mn", "N", "C", "C", "C", "C", "C", "C", "C", "C", "C", "C", "C", "C", "N", "C", "C", "C", "C", "N", "H", "H", "H", "H", "H", "H", "H", "H", "H", "H", "N", "C", "C", "C", "C", "N", "H", "H", "H", "H", "H", "H", "H", "H", "H", "H", "H", "H", "C", "C", "O", "P", "O", "Te", "O", "C", "C", "H", "H", "H", "H", "H", "H", "H", "H", "H", "H"],
  "coordinates": [[-0.885, -0.289, -0.624], [5.954, -1.402, 7.011], [5.182, -1.350, 6.163], [4.208, -1.283, 5.093], [4.036, -2.375, 4.248], [3.110, -2.305, 3.220], [2.345, -1.157, 3.037], [2.515, -0.075, 3.897], [3.449, -0.132, 4.919], [1.340, -1.054, 1.935], [0.040, -0.765, 2.331], [-0.489, -0.799, 3.664], [-1.819, -0.489, 3.573], [-2.065, -0.251, 2.189], [-0.984, -0.426, 1.456], [1.808, -1.237, 0.621], [3.149, -1.460, 0.205], [3.127, -1.642, -1.161], [1.775, -1.494, -1.541], [0.987, -1.243, -0.502], [4.622, -3.271, 4.400], [2.959, -3.157, 2.571], [1.927, 0.820, 3.743], [3.592, 0.713, 5.579], [0.060, -1.047, 4.558], [-2.534, -0.416, 4.375], [-2.986, 0.083, 1.727], [4.019, -1.467, 0.840], [3.963, -1.842, -1.812], [1.363, -1.563, -2.540], [-1.204, -0.394, -2.953], [-1.731, -1.501, -3.768], [-3.067, -1.987, -3.195], [-2.996, -3.354, -2.518], [-1.957, -3.483, -1.414], [-2.048, -2.394, -0.430], [-1.873, 0.373, -2.950], [-0.372, 0.010, -3.374], [-0.996, -2.309, -3.762], [-1.853, -1.193, -4.809], [-3.815, -2.036, -3.988], [-3.429, -1.239, -2.484], [-2.777, -4.119, -3.268], [-3.982, -3.602, -2.111], [-0.945, -3.463, -1.825], [-2.083, -4.462, -0.941], [-1.502, -2.625, 0.394], [-3.005, -2.284, -0.105], [1.645, 2.203, -3.121], [0.528, 3.147, -2.743], [-0.599, 2.373, -2.291], [-1.316, 2.573, -0.853], [-2.222, 1.353, -0.781], [0.316, 2.908, 0.793], [-2.297, 3.814, -1.051], [-1.872, 5.187, -1.037], [-2.928, 6.004, -0.335], [2.536, 2.766, -3.405], [1.363, 1.572, -3.968], [1.898, 1.570, -2.269], [0.187, 3.739, -3.594], [0.857, 3.821, -1.952], [-1.744, 5.504, -2.074], [-0.912, 5.267, -0.524], [-3.894, 5.900, -0.830], [-2.647, 7.059, -0.339], [-3.031, 5.678, 0.700]],
  "mulliken_spin": [4.7485, 0.0000, 0.0008, -0.0015, 0.0001, -0.0012, -0.0112, -0.0009, 0.0006, 0.0991, 0.0110, 0.0139, 0.0015, 0.0337, -0.0480, 0.0146, 0.0124, 0.0085, 0.0167, -0.0754, 0.0001, 0.0002, -0.0004, 0.0001, 0.0004, 0.0002, 0.0057, 0.0004, 0.0000, 0.0013, 0.0352, 0.0036, 0.0142, -0.0013, 0.0097, 0.0482, 0.0074, -0.0098, 0.0007, -0.0014, 0.0017, 0.0004, -0.0002, -0.0009, -0.0021, 0.0032, -0.0023, -0.0036, 0.0004, -0.0038, 0.0016, 0.0188, 0.0271, 0.0143, 0.0015, -0.0002, -0.0002, -0.0001, 0.0001, 0.0050, 0.0002, 0.0003, -0.0002, 0.0021, 0.0001, 0.0000, -0.0002]
}